[1]
{"formula": "C18H30N6O12", "method": "wB97M-V/def2-TZVPD", "homo_lumo_gap_ev": 8.72, "largest_force_ha_per_bohr": 0.043, "elements": ["C", "N", "O", "O", "H", "H", "H", "C", "N", "O", "O", "H", "H", "H", "C", "N", "O", "O", "H", "H", "H", "C", "N", "O", "O", "H", "H", "H", "C", "N", "O", "O", "H", "H", "H", "C", "N", "O", "O", "H", "H", "H", "C", "C", "C", "C", "C", "C", "H", "H", "H", "H", "H", "H", "C", "C", "C", "C", "C", "C", "H", "H", "H", "H", "H", "H"], "xyz": [[-1.71, 3.58, -4.66], [-1.47, 2.37, -3.82], [-1.65, 2.58, -2.63], [-1.18, 1.29, -4.32], [-1.45, 4.46, -4.08], [-2.77, 3.47, -4.86], [-1.18, 3.50, -5.61], [-0.53, -3.83, 0.20], [-0.38, -3.50, 1.64], [-0.99, -4.12, 2.48], [0.37, -2.57, 1.90], [-0.95, -4.84, 0.12], [0.48, -3.83, -0.21], [-1.14, -3.06, -0.26], [0.20, -1.07, 4.75], [-0.76, -0.28, 3.95], [-0.37, 0.81, 3.59], [-1.88, -0.73, 3.75], [0.11, -0.76, 5.78], [1.23, -0.93, 4.44], [-0.14, -2.10, 4.66], [-1.63, 1.64, 0.62], [-1.82, 0.20, 0.25], [-0.86, -0.39, -0.18], [-2.92, -0.28, 0.44], [-0.62, 1.93, 0.34], [-1.74, 1.68, 1.71], [-2.29, 2.24, 0.03], [-5.05, -0.33, 2.72], [-6.07, -0.21, 1.63], [-6.25, 0.88, 1.15], [-6.72, -1.21, 1.41], [-4.27, -1.07, 2.51], [-5.61, -0.59, 3.60], [-4.62, 0.67, 2.85], [-0.13, 4.99, -0.31], [0.69, 4.41, 0.79], [1.44, 3.49, 0.50], [0.53, 4.86, 1.91], [0.34, 4.52, -1.18], [-0.01, 6.06, -0.26], [-1.18, 4.72, -0.27], [4.38, 0.52, 0.08], [5.21, -0.31, 0.82], [4.65, -1.06, 1.91], [3.33, -1.01, 2.21], [2.50, -0.17, 1.42], [3.02, 0.61, 0.40], [4.81, 1.23, -0.60], [6.28, -0.42, 0.61], [5.32, -1.66, 2.50], [2.84, -1.63, 2.95], [1.43, -0.20, 1.54], [2.36, 1.20, -0.22], [0.39, -1.51, -2.97], [1.51, -1.55, -2.14], [2.71, -2.20, -2.53], [2.75, -2.79, -3.81], [1.60, -2.74, -4.61], [0.45, -2.10, -4.23], [-0.53, -1.03, -2.68], [1.48, -1.09, -1.16], [3.53, -2.25, -1.84], [3.63, -3.30, -4.21], [1.71, -3.16, -5.61], [-0.42, -2.01, -4.89]]}

***

[2]
{"formula": "C4H14N2O3", "method": "wB97M-V/def2-TZVPD", "homo_lumo_gap_ev": 12.67, "charge": 2, "largest_force_ha_per_bohr": 0.042, "elements": ["O", "C", "O", "C", "C", "C", "N", "N", "H", "H", "H", "H", "H", "H", "H", "H", "H", "H", "H", "H", "H", "H", "O"], "xyz": [[1.79, 0.11, 1.91], [1.04, 0.68, 1.19], [1.42, 1.61, 0.26], [-0.47, 0.60, 1.17], [-1.09, -0.24, 0.06], [-1.16, 0.31, -1.36], [0.17, 0.47, -2.04], [-0.82, -0.11, 2.50], [2.38, 1.76, 0.34], [-0.96, 1.54, 1.30], [-2.10, -0.53, 0.35], [-0.69, -1.26, 0.09], [-1.68, 1.26, -1.36], [-1.76, -0.36, -1.95], [0.02, 0.42, -3.05], [0.60, 1.35, -1.76], [0.82, -0.30, -1.74], [-1.80, 0.02, 2.73], [-0.56, -1.10, 2.41], [-0.21, 0.20, 3.27], [2.39, -1.81, -1.28], [1.22, -2.71, -1.76], [1.43, -1.90, -1.28]]}

***

[3]
{"formula": "H19O13S", "method": "wB97M-V/def2-TZVPD", "homo_lumo_gap_ev": 6.83, "charge": -1, "largest_force_ha_per_bohr": 0.186, "elements": ["O", "H", "H", "H", "S", "O", "O", "O", "O", "O", "H", "H", "O", "H", "H", "O", "H", "H", "O", "H", "H", "O", "H", "H", "O", "H", "H", "O", "H", "H", "O", "H", "H"], "xyz": [[0.41, -0.73, -0.04], [1.03, -0.81, -0.81], [-0.29, -0.12, -0.22], [0.93, -0.50, 0.73], [-1.54, 1.66, -0.84], [-1.50, 2.50, 0.33], [-0.31, 1.88, -1.56], [-1.64, 0.31, -0.36], [-2.75, 2.02, -1.65], [0.69, -2.63, -2.35], [0.59, -2.31, -3.21], [-0.31, -2.64, -2.25], [-0.78, -2.30, 2.17], [-1.29, -2.85, 1.56], [-1.32, -1.57, 2.29], [1.99, 2.20, 0.61], [1.81, 2.92, 0.05], [2.99, 1.96, 0.63], [-3.02, -1.31, -0.93], [-3.50, -1.62, -0.13], [-2.52, -0.49, -0.62], [0.95, 0.64, 2.34], [0.20, 1.17, 2.54], [1.59, 1.28, 2.05], [3.20, -0.64, 0.35], [3.85, -0.82, -0.17], [3.20, -1.23, 1.05], [-2.23, 0.35, 2.13], [-2.04, 0.49, 1.15], [-3.26, 0.20, 2.23], [1.70, 0.77, -2.14], [1.17, 1.63, -1.90], [1.99, 0.59, -3.02]]}

***

[4]
{"formula": "C4H16N4", "method": "wB97M-V/def2-TZVPD", "homo_lumo_gap_ev": 7.43, "largest_force_ha_per_bohr": 0.037, "elements": ["C", "C", "C", "N", "N", "H", "H", "H", "H", "H", "H", "H", "H", "H", "H", "C", "N", "N", "H", "H", "H", "H", "H", "H"], "xyz": [[-0.69, -1.99, -0.19], [-1.12, 0.50, 1.09], [-2.26, 0.92, 0.16], [0.29, -2.35, 0.64], [-0.44, -1.44, -1.36], [-1.71, -2.26, 0.09], [0.37, -0.57, -1.24], [0.01, -2.57, 1.59], [1.18, -1.85, 0.55], [-1.27, -1.16, -1.87], [-0.80, 1.36, 1.68], [-1.49, -0.22, 1.83], [-3.07, 1.48, 0.65], [-2.73, 0.06, -0.33], [-1.88, 1.56, -0.65], [1.54, 1.75, -0.81], [1.20, 0.39, -0.44], [2.27, -0.29, 0.24], [0.10, 0.39, 0.36], [2.54, 0.23, 1.08], [3.10, -0.33, -0.36], [1.78, 2.37, 0.07], [2.40, 1.80, -1.49], [0.68, 2.21, -1.31]]}

***

[5]
{"formula": "C4H10N2O2", "method": "wB97M-V/def2-TZVPD", "homo_lumo_gap_ev": [11.05, 5.55], "charge": 1, "spin_multiplicity": 2, "largest_force_ha_per_bohr": 0.165, "elements": ["C", "N", "C", "O", "C", "N", "C", "O", "H", "H", "H", "H", "H", "H", "H", "H", "H", "H"], "xyz": [[-1.03, -0.34, -0.97], [-0.31, -0.09, -2.22], [0.58, -1.05, -2.70], [0.60, -2.17, -2.15], [0.03, -0.60, 0.18], [-0.44, 0.31, 1.29], [0.69, 0.73, 2.13], [0.21, 1.88, 2.73], [-1.67, 0.56, -0.66], [-1.80, -1.09, -1.05], [-0.21, 0.93, -2.46], [1.08, -0.69, -3.67], [1.09, -0.43, -0.02], [-0.14, -1.68, 0.39], [-1.04, 0.99, 1.04], [0.73, 0.07, 2.91], [1.76, 0.94, 1.63], [-0.14, 1.74, 3.60]]}

***

[6]
{"formula": "C5H11F2NO", "method": "wB97M-V/def2-TZVPD", "homo_lumo_gap_ev": 8.25, "largest_force_ha_per_bohr": 0.092, "elements": ["C", "C", "C", "C", "C", "N", "O", "F", "F", "H", "H", "H", "H", "H", "H", "H", "H", "H", "H", "H"], "xyz": [[-0.83, -1.86, 0.80], [-2.17, 1.53, -0.23], [3.23, 0.02, -0.16], [0.94, 0.28, -0.53], [-1.14, -0.62, 0.03], [-1.99, 0.30, 0.52], [1.86, -0.53, 0.08], [0.98, 1.50, 0.04], [-1.43, -0.92, -1.27], [-1.70, -2.08, 1.35], [0.01, -1.91, 1.53], [-0.85, -2.54, -0.13], [-2.62, 2.27, 0.43], [-1.38, 2.08, -0.73], [-2.74, 1.21, -1.07], [3.51, 0.32, -1.21], [3.90, -0.86, 0.19], [3.37, 0.99, 0.57], [0.91, 0.34, -1.70], [-1.90, 0.48, 1.50]]}

***

| no. | DFT total energy (eV) |
| --- | --- |
| 1 | -52646.03738 |
| 2 | -13482.21836 |
| 3 | -37760.53043 |
| 4 | -10364.20436 |
| 5 | -11374.84619 |
| 6 | -14331.93299 |